32
Properties=species:S:1:pos:R:3 method="wB97M-V/def2-TZVPD" de_lowest_kcal_mol=0.0 spin_multiplicity=6 total_charge=+1 s_squared=8.801 largest_force_ev_per_a=0.5 homo_ev="-13.7 / -13.9"
N 4.92 -1.53 -2.05
F -1.04 2.51 -1.32
H 2.10 0.41 3.23
C 0.51 -0.14 1.91
C 0.71 0.61 -3.00
H 2.83 1.00 -3.12
C -1.22 -1.49 2.83
C 3.81 -1.28 -2.22
F -3.19 3.33 -2.16
F -1.97 1.89 0.73
F -2.28 4.26 -0.01
C -0.57 -1.50 4.05
C 0.11 -1.63 -2.23
F -4.25 2.70 0.05
H -0.65 -2.38 -2.04
C 2.06 0.29 -2.86
C -0.21 -0.34 -2.62
H -1.04 -2.04 4.87
H 1.78 -2.91 -1.77
H 0.40 1.58 -3.38
S 1.08 0.73 0.59
C 1.18 -0.15 3.15
O -1.34 -0.85 0.67
C 2.42 -0.97 -2.39
As -2.72 2.76 -0.65
C 0.64 -0.83 4.22
H 1.14 -0.84 5.17
C 1.46 -1.93 -2.09
F -2.87 1.05 -1.27
H -2.16 -1.98 2.63
N -0.69 -0.83 1.79
Co -0.94 0.52 -0.71

13
Properties=species:S:1:pos:R:3 method="wB97M-V/def2-TZVPD" de_lowest_kcal_mol=61.6 total_charge=0 largest_force_ev_per_a=3.1 homo_ev=-9.7
C -1.55 1.14 0.37
C -1.41 -0.26 -0.28
O -1.74 -0.60 -1.39
H 1.96 -1.47 -1.23
H -1.67 0.85 1.42
H -2.40 1.75 -0.05
H 1.82 1.07 0.13
C 0.76 -0.84 0.65
N 2.29 -0.53 -1.16
H 1.35 -1.67 1.05
N -0.47 -1.04 0.44
H -0.60 1.57 0.23
C 1.64 0.01 -0.19

23
Properties=species:S:1:pos:R:3 method="wB97M-V/def2-TZVPD" de_lowest_kcal_mol=254.0 total_charge=0 largest_force_ev_per_a=11.9 homo_ev=-9.0
O -1.68 -1.06 1.18
H 0.66 -1.54 0.76
O -2.32 0.77 0.66
H -2.46 -1.41 1.50
C -1.58 1.43 -0.30
H 0.59 2.49 0.26
H -2.40 -0.61 0.88
C -0.28 -1.04 -0.80
H 0.12 0.91 1.21
H 2.61 -0.57 -1.56
H -0.23 1.13 -1.96
C 2.13 0.74 0.49
C 0.71 1.34 0.37
H -0.52 -1.28 -1.82
C -1.74 -1.36 -0.21
N 0.94 -1.64 -0.36
H 3.13 -1.15 0.34
O -1.88 2.61 -0.72
O -2.82 -1.59 -0.71
C 2.11 -0.69 -0.46
H 2.89 1.48 0.23
C -0.29 0.71 -0.70
H 2.32 0.35 1.72

105
Properties=species:S:1:pos:R:3 method="wB97M-V/def2-TZVPD" de_lowest_kcal_mol=64.6 total_charge=+1 largest_force_ev_per_a=3.4 homo_ev=-10.8
O -0.57 1.99 -1.57
O -3.62 -0.03 -2.81
H -3.04 -3.68 1.49
C 1.15 5.54 -0.79
C -3.84 -1.80 2.26
H 3.98 -4.37 2.55
C 1.59 -2.43 3.92
C -3.17 -0.58 1.63
O -1.80 -0.19 -1.54
H -0.01 -1.54 -3.93
C -2.24 4.06 -1.48
F 0.04 4.01 2.83
C -2.91 -2.03 0.08
H -2.78 0.16 2.35
C 0.47 -3.59 -0.21
H 4.62 -2.93 -1.50
C 2.74 0.76 3.76
H 4.46 2.01 3.89
C -3.10 -0.37 -1.78
H 0.43 -3.34 0.85
H 2.66 0.74 -4.10
H -2.30 -2.61 -0.62
H -1.53 -4.40 -0.04
O -2.08 -1.13 0.86
C 3.13 2.32 5.54
H 3.13 -1.24 -2.34
F -1.09 2.20 3.59
H 1.19 -4.27 -3.25
C -0.97 0.92 -5.39
C 1.94 1.96 6.14
H -1.99 0.97 -5.74
Br 1.96 1.41 -0.59
H 1.16 2.49 -3.28
S -1.26 -1.17 4.41
C 1.14 0.99 5.56
H 3.25 -1.09 -0.58
H 3.18 -3.78 -2.04
C 1.49 -3.03 5.17
F -0.16 1.91 1.18
H -3.11 4.43 -2.01
F -2.00 3.50 2.00
C -0.53 1.83 -4.43
C -3.51 1.30 0.01
C 1.54 0.40 4.37
H 3.85 -5.42 4.77
O -4.14 2.08 -0.67
C -3.86 -1.04 -0.62
C -1.43 2.89 -3.88
H 3.04 0.30 2.84
B -0.98 3.21 2.77
H 0.20 0.70 6.01
W -0.48 0.67 -0.19
H 1.88 -0.82 -5.87
H -4.78 -1.47 -1.01
H -0.85 -4.50 -1.68
C -1.02 6.02 -2.46
H 1.44 -4.04 -0.43
H 0.77 -2.67 5.88
C 3.20 -4.58 4.53
H 0.00 3.90 -0.02
C -4.08 -0.01 0.53
H -2.51 3.87 -0.44
H -0.92 3.84 -3.80
H 2.55 -2.43 2.00
C 3.53 1.73 4.35
C 1.64 0.78 -4.47
Sb 0.65 -1.62 -1.28
H 1.64 2.41 7.07
H -2.35 2.98 -4.45
H 3.47 -3.51 -0.31
P 0.53 -0.95 3.68
H 2.24 -4.58 6.44
H 2.00 7.29 -1.68
H 2.04 -2.93 -4.02
C 3.56 -3.08 -1.30
H -5.13 0.10 0.80
H 0.08 7.71 -3.16
S -1.95 2.39 -2.18
H -4.59 -3.24 0.77
C 2.31 -4.11 5.47
H -0.44 -0.68 -6.69
C -3.65 -2.85 1.15
C 0.07 6.86 -2.49
S 0.61 -0.69 1.59
H 2.00 5.35 -0.15
H 0.71 -3.72 -4.85
H -0.29 -5.57 -0.40
C 1.16 6.63 -1.66
C 2.89 -1.73 -1.39
C -0.63 -4.56 -0.62
C -1.05 4.95 -1.57
C 0.04 4.72 -0.74
H -1.87 6.21 -3.10
C 0.79 1.75 -3.98
H 3.75 3.08 5.99
H -0.89 -2.87 -3.16
H -4.88 -1.60 2.50
C 3.28 -3.99 3.28
C 2.48 -2.90 2.97
O -2.23 1.43 0.26
C 1.07 -3.39 -3.88
C 0.10 -2.41 -3.27
H -3.32 -2.08 3.18
C -0.10 -0.01 -5.92
C 1.21 -0.09 -5.45

180
Properties=species:S:1:pos:R:3 method="wB97M-V/def2-TZVPD" de_lowest_kcal_mol=75.9 total_charge=0 largest_force_ev_per_a=3.1 homo_ev=-8.7
C -23.76 45.75 -5.50
O -23.04 44.32 5.30
H -25.32 47.17 -1.62
H -21.36 49.43 1.18
H -18.81 51.09 -7.78
H -21.96 43.20 -1.29
H -21.63 51.68 -2.76
H -18.76 55.13 -2.36
N -20.23 52.97 -1.74
H -21.22 48.83 6.49
O -24.31 48.07 -3.87
H -24.88 41.41 -1.15
C -20.46 50.44 -6.54
H -18.65 51.33 -6.05
O -25.47 43.17 -3.10
C -18.22 54.19 -2.47
H -22.17 52.24 -1.20
C -20.51 49.42 3.21
H -20.01 41.02 1.24
H -19.47 44.76 -6.64
C -17.22 49.40 -3.57
H -21.04 40.14 -2.32
H -17.83 53.99 -1.48
H -22.04 48.12 -2.23
C -22.10 40.92 0.92
H -17.24 43.45 -2.53
C -20.01 44.16 -4.78
H -23.83 50.30 -1.38
N -24.42 49.16 0.27
H -20.87 42.62 1.19
H -22.69 44.08 0.08
N -22.03 45.23 -1.59
H -26.72 47.60 -2.70
H -21.33 39.11 0.30
C -23.17 37.88 -3.49
H -20.48 47.34 -2.45
H -19.17 46.87 -6.24
H -19.70 52.42 -7.02
H -18.31 49.27 -3.54
H -20.16 53.58 -0.94
H -23.65 47.65 2.22
C -21.27 50.10 2.03
N -18.34 44.49 -1.00
H -18.79 46.88 -0.05
H -19.69 49.35 5.80
H -25.69 43.54 -0.35
H -22.50 36.14 -4.44
H -22.54 45.25 2.67
H -24.14 39.02 0.49
H -22.67 50.10 -3.99
C -28.34 46.91 1.10
H -16.88 49.25 -4.59
H -22.49 49.15 -5.36
H -20.44 41.74 -0.27
O -20.72 49.54 -7.37
C -22.05 39.99 -2.69
N -22.27 38.52 -2.71
H -18.57 50.55 2.24
H -15.60 48.91 -2.38
N -24.56 45.91 -4.31
H -24.99 45.18 -0.22
C -17.41 52.15 2.83
C -21.23 47.61 -1.71
C -21.28 51.96 -1.77
H -18.60 42.54 -1.84
H -28.94 46.31 1.79
H -20.60 51.27 -4.74
O -22.53 46.65 0.07
H -20.87 51.04 1.67
H -22.77 40.47 -2.04
N -17.91 51.23 1.90
H -23.15 37.71 1.08
C -24.73 50.13 -0.79
H -25.48 49.72 -1.47
O -17.68 46.68 -2.91
C -26.89 44.89 0.84
C -20.79 41.62 0.76
O -23.96 38.48 -4.25
N -21.15 49.38 4.38
H -25.12 51.10 -0.48
C -22.01 46.44 -1.01
C -26.20 42.30 -2.66
C -18.08 50.22 -0.30
H -26.54 46.66 -0.04
C -19.58 42.79 -5.09
C -24.59 48.10 2.54
H -19.56 46.84 -4.55
O -19.39 49.05 3.01
H -21.31 48.98 -4.06
H -23.72 38.99 2.11
H -24.36 48.67 3.44
O -23.03 41.59 1.33
H -21.23 44.17 2.64
N -22.12 39.59 0.71
C -25.07 49.11 1.46
H -17.31 42.77 -0.78
C -19.89 46.48 -5.52
H -17.35 49.44 -0.52
C -23.61 41.59 4.62
H -21.84 38.01 -1.94
O -20.57 44.35 -3.72
N -16.37 48.47 -2.86
C -23.09 36.38 -3.56
H -23.62 43.86 -1.43
H -18.77 49.61 0.28
C -28.52 41.54 -2.34
H -28.32 41.47 -1.28
C -17.81 43.26 -1.62
H -22.24 50.51 2.32
H -18.10 46.43 1.57
H -19.14 42.33 -4.20
H -21.21 45.32 3.91
H -17.06 50.39 -3.14
N -27.52 42.39 -2.88
H -24.32 45.32 -6.33
H -22.85 45.15 -5.42
H -15.46 45.30 -2.22
H -24.97 45.04 -4.00
H -22.59 42.42 2.96
C -25.66 41.07 -1.84
H -24.08 35.95 -3.75
C -17.58 51.30 0.58
C -18.50 44.72 0.30
C -25.87 46.94 -2.53
H -23.69 48.47 0.17
H -27.99 47.81 1.60
H -14.58 46.72 -2.41
C -22.65 43.86 4.25
H -18.58 45.23 -1.64
N -19.76 45.06 -5.72
H -15.60 46.47 -0.90
C -18.79 46.16 0.77
C -21.89 49.70 -4.63
H -20.93 46.72 -5.73
N -22.84 42.61 3.92
C -15.52 46.36 -1.98
H -21.55 45.12 -2.47
H -24.32 41.21 3.88
C -24.85 46.99 -3.63
O -27.52 44.25 1.63
H -18.55 50.54 -1.23
C -19.22 53.07 -2.67
H -24.24 42.06 5.38
H -29.00 47.25 0.29
O -18.36 43.87 1.13
H -23.08 40.69 4.90
N -27.25 46.17 0.49
C -23.29 38.79 1.13
H -20.27 47.75 5.37
H -26.34 45.96 -2.52
H -17.83 53.14 2.66
H -23.31 46.71 -5.77
H -20.82 48.28 -0.96
C -22.63 44.01 -1.01
H -17.70 51.83 3.83
H -21.87 50.08 4.38
H -20.89 51.06 -1.30
H -29.54 41.93 -2.43
C -25.56 44.41 0.30
O -19.15 52.28 -3.59
H -27.69 43.23 -3.42
C -21.89 44.69 3.34
H -28.47 40.55 -2.78
C -19.35 51.39 -6.88
O -16.88 52.20 0.09
H -24.94 44.04 1.12
O -26.01 49.81 1.69
H -16.32 52.13 2.84
C -16.63 47.21 -2.59
H -17.50 54.21 -3.28
H -19.82 46.25 1.11
H -25.23 40.31 -2.49
H -18.84 42.68 -5.89
H -20.51 42.24 -5.21
C -20.59 48.77 5.61
H -26.35 40.57 -1.16
H -22.68 35.87 -2.69
H -25.38 47.41 2.85
H -22.13 40.37 -3.71
N -21.04 50.58 -5.34

8
Properties=species:S:1:pos:R:3 method="wB97M-V/def2-TZVPD" de_lowest_kcal_mol=54.7 total_charge=0 largest_force_ev_per_a=1.2 homo_ev=-11.0
N 0.85 0.88 -0.15
N -0.10 0.34 1.69
H 0.44 0.01 -2.20
N 0.75 1.20 1.09
C -0.58 -0.46 0.75
O -0.04 -0.62 -1.66
N 0.05 -0.14 -0.39
H -1.37 -1.21 0.86

54
Properties=species:S:1:pos:R:3 method="wB97M-V/def2-TZVPD" total_charge=+2 largest_force_ev_per_a=4.0 homo_ev="-12.2 / -12.2"
H -1.85 -1.11 3.54
C -1.74 -1.92 5.55
C -0.76 4.48 -4.21
H -1.71 -1.39 -3.09
H -3.20 -1.10 -2.14
H 1.09 2.44 -6.28
H -1.54 0.81 -2.55
C -1.28 2.51 -1.15
H 0.05 3.73 -6.92
H -0.93 5.87 -5.86
C -0.93 -2.25 -0.28
N 2.53 -2.34 3.12
C -1.18 0.16 -0.56
H 1.14 -3.21 6.84
C 0.44 -2.73 6.16
O -0.10 -2.24 0.65
H -1.98 -3.68 -2.73
C -2.31 -3.08 -1.88
C 0.91 -2.36 4.89
H 3.05 -3.31 6.31
O -1.40 -3.39 -0.75
N 0.08 -1.75 3.99
H 1.51 4.13 -6.00
H -0.98 6.61 -4.26
C 2.28 -2.61 4.43
O -0.86 0.37 0.63
C 0.67 3.43 -6.07
C 4.80 -3.12 3.39
C -1.64 4.29 -3.12
H -3.32 -3.37 -1.56
H 5.35 -3.74 5.39
C -2.22 -1.60 -2.14
H -1.89 5.18 -2.52
H -1.26 -2.78 7.49
H -1.07 3.38 -1.81
C -0.89 -2.51 6.50
C 4.56 -3.37 4.74
C -1.22 -1.56 4.31
H -2.79 -1.74 5.76
H 0.20 1.24 -4.54
N -1.41 -1.17 -0.98
H 0.56 6.06 -4.93
H 3.89 -2.41 1.54
H -1.29 2.65 -0.07
H -0.54 2.19 -3.11
C -0.14 3.34 -4.79
C -0.21 2.16 -4.12
C -1.35 1.20 -1.55
C -0.51 5.82 -4.84
Pb 1.00 -0.71 2.02
H -2.44 3.55 -3.24
H 5.76 -3.31 2.93
C 3.29 -3.12 5.27
C 3.76 -2.61 2.61